55
Properties=species:S:1:pos:R:3:lowdin_charge:R:1 method="wB97M-V/def2-TZVPD" charge=-1 gap_ev=6.2800 fmax_ev_per_a=1.54 e_homo_ha=-0.14579 relative_energy_kj_mol=0.00
C -2.24 -0.21 -0.09 -0.230
N -0.85 0.02 0.30 -0.081
C -0.29 1.27 -0.29 -0.304
C -0.90 2.57 0.26 -0.688
S -0.75 3.96 -0.95 0.288
C -2.82 -1.52 0.48 -0.198
C -1.25 -3.52 0.15 -0.110
C -2.50 -2.77 -0.33 -0.256
H -2.91 0.61 0.20 0.100
H -2.32 -0.23 -1.18 0.122
H -0.76 0.03 1.31 0.106
H 0.77 1.24 -0.03 0.101
H -0.40 1.20 -1.37 0.052
H -1.97 2.47 0.44 0.017
H -0.37 2.83 1.18 0.032
H -2.53 -1.65 1.53 0.106
H -3.91 -1.38 0.51 0.101
H -0.39 -2.87 0.05 0.044
H -1.06 -4.41 -0.46 0.072
H -1.35 -3.85 1.19 0.066
H -3.36 -3.45 -0.29 0.099
H -2.38 -2.52 -1.39 0.100
H 0.83 -0.08 4.26 0.030
H 0.14 1.36 4.24 -0.001
O 0.95 0.85 4.01 -0.085
H 0.25 -1.01 -0.90 0.020
H 1.63 -1.49 -1.32 0.033
O 0.76 -1.27 -1.70 -0.090
H 2.22 0.62 2.67 0.032
H 3.21 0.69 1.48 0.037
O 2.85 0.05 2.16 -0.120
H 1.65 3.28 -1.68 -0.034
H 1.87 2.05 -2.60 0.012
O 2.35 2.69 -2.02 -0.112
H -1.15 3.17 4.59 0.062
H -1.72 2.23 3.54 0.057
O -1.38 2.25 4.44 -0.037
H -0.15 -2.07 -3.07 -0.011
H -0.48 -1.42 -4.42 0.018
O -0.61 -2.24 -3.92 -0.094
H 2.78 -1.10 0.74 0.028
H 3.72 -2.15 0.08 0.076
O 2.98 -1.56 -0.12 -0.071
H 2.07 -1.43 3.00 0.006
H 0.74 -2.02 2.61 0.035
O 1.32 -1.92 3.38 -0.069
H 3.21 1.89 -0.77 0.014
H 3.66 0.42 -0.64 0.018
O 3.69 1.26 -0.17 -0.088
H -1.29 2.96 -3.30 -0.001
H -1.81 1.87 -2.49 -0.008
O -1.56 2.03 -3.41 -0.111
H 0.85 0.13 -2.84 0.010
H 0.03 1.27 -3.54 0.006
O 0.93 0.85 -3.52 -0.105

54
Properties=species:S:1:pos:R:3:lowdin_charge:R:1 method="wB97M-V/def2-TZVPD" charge=+1 gap_ev="9.3133 / 2.1957" fmax_ev_per_a=3.06 multiplicity=2 e_homo_ha="-0.45004 / -0.45003" relative_energy_kj_mol=506.34
C 2.54 3.45 -0.77 -0.168
O 1.50 4.11 -0.18 -0.125
H 2.30 3.51 -1.84 0.091
H 3.49 3.96 -0.63 0.101
H 2.63 2.39 -0.51 0.066
H 1.81 4.51 0.63 0.109
C 2.84 -2.51 1.16 -0.155
O 4.11 -2.59 1.84 -0.116
H 2.71 -3.37 0.50 0.072
H 1.99 -2.50 1.84 0.076
H 2.80 -1.68 0.46 0.055
H 4.06 -3.10 2.65 0.077
C -1.77 -0.75 -4.43 -0.152
O -2.56 0.28 -4.99 -0.096
H -0.93 -0.92 -5.09 0.092
H -1.51 -0.44 -3.42 0.056
H -2.39 -1.64 -4.39 0.082
H -2.01 0.90 -5.49 0.084
C 2.63 1.35 2.78 -0.102
O 2.75 2.56 3.65 -0.125
H 2.21 1.61 1.81 0.042
H 3.61 0.88 2.73 0.085
H 2.06 0.53 3.23 0.069
H 2.00 2.63 4.24 0.050
C 0.03 0.66 0.07 -0.073
O -1.23 0.34 -0.52 -0.051
H 0.87 0.10 -0.33 0.079
H 0.41 1.68 0.01 0.069
H 0.01 0.42 1.13 0.095
H -1.10 -0.55 -0.86 0.062
C -3.05 -2.97 -1.69 -0.136
O -3.24 -3.81 -0.56 -0.123
H -3.82 -3.51 -2.25 0.103
H -3.32 -1.93 -1.50 0.088
H -2.04 -3.07 -2.06 0.059
H -3.12 -4.68 -0.97 0.102
O -3.10 2.28 -0.81 0.381
H -2.56 1.50 -0.68 0.056
H -2.47 3.01 -0.78 0.041
O -0.56 -1.55 3.64 -0.059
H -1.48 -1.71 3.45 0.033
H -0.48 -0.59 3.65 -0.042
O 0.33 -2.07 -1.50 -0.041
H 1.08 -1.64 -1.91 0.070
H 0.01 -2.68 -2.16 0.057
O -0.76 -3.69 0.56 -0.049
H -0.27 -3.03 0.06 -0.028
H -1.64 -3.65 0.21 -0.031
O -1.25 4.20 -0.66 -0.013
H -0.31 4.13 -0.82 0.024
H -1.52 4.96 -1.17 0.081
O -0.83 1.18 4.17 -0.029
H -0.96 1.85 3.50 0.047
H -0.53 1.66 4.94 0.061